(1)
Molecular formula: C2H4N2OS2
Method: DFT, ωB97M-V with the def2-TZVPD basis set

## Properties
- gap between HOMO and LUMO (Eh) = 0.3078
- HOMO (eV) = -8.4
- F_max (hartree/bohr) = 0.154
- 2S+1 = 1
- SMILES = NC(=O)SNC=S

Each line ends with the Löwdin charge.
CARTESIAN COORDINATES (ANGSTROEM)
N -2.355 -0.910 -0.100  0.0887
C -1.307 -0.129 0.038  -0.7730
O -1.225 1.135 -0.152  -0.0724
S 0.244 -1.101 0.236  0.9455
N 1.079 0.450 0.538  -0.3373
C 2.344 0.546 0.057  -0.7653
S 3.620 -0.593 -0.158  0.4994
H -2.411 -1.861 -0.042  0.0508
H -3.243 -0.378 -0.698  0.2420
H 0.568 1.322 0.212  0.1050
H 2.685 1.519 0.068  0.0165

=====

(2)
Molecular formula: C2H4N2OS2
Method: DFT, ωB97M-V with the def2-TZVPD basis set

## Properties
- gap between HOMO and LUMO (Eh) = 0.3637
- HOMO (eV) = -9.6
- F_max (hartree/bohr) = 0.057
- 2S+1 = 1
- SMILES = [H]/N=C(\NS)SC=O

Each line ends with the Löwdin charge.
CARTESIAN COORDINATES (ANGSTROEM)
H -0.830 -2.523 0.234  0.0279
N -1.224 -1.836 -0.407  0.0609
C -0.561 -0.775 -0.312  -0.8309
N 0.683 -0.469 0.296  -0.4508
S 1.502 -1.530 1.254  0.7921
S -1.292 0.587 -1.147  1.0164
C -0.284 2.065 -0.913  -0.5254
O 0.829 2.144 -0.430  -0.0371
H 0.935 0.475 0.247  -0.0037
H 1.113 -1.080 2.457  -0.1361
H -0.871 2.942 -1.279  0.0868

=====

(3)
Molecular formula: C2H4N2P2
Method: DFT, ωB97M-V with the def2-TZVPD basis set

## Properties
- gap between HOMO and LUMO (spin up / spin down) (Eh) = 0.2697 / 0.2696
- HOMO (spin up / spin down) (eV) = -7.7 / -7.7
- F_max (hartree/bohr) = 0.084
- 2S+1 = 1

Each line ends with the Löwdin charge.
CARTESIAN COORDINATES (ANGSTROEM)
C -1.334 1.141 -0.155  -0.2251
C -0.621 0.091 0.394  -0.4959
N -2.693 1.147 -0.317  -0.0449
N -3.514 0.355 0.040  -0.6251
P -4.736 -0.525 0.251  0.7252
P 1.154 -0.095 0.411  0.7398
H -0.714 1.993 -0.281  0.0701
H -1.192 -0.784 0.719  0.0374
H 1.047 0.280 1.818  -0.0850
H 1.685 1.204 -0.031  -0.0965

=====

(4)
Molecular formula: C2H4N2S
Method: DFT, ωB97M-V with the def2-TZVPD basis set

## Properties
- gap between HOMO and LUMO (Eh) = 0.3220
- HOMO (eV) = -7.8
- F_max (hartree/bohr) = 0.047
- 2S+1 = 1

Each line ends with the Löwdin charge.
CARTESIAN COORDINATES (ANGSTROEM)
C -2.969 0.698 0.051  -0.0338
C 1.036 0.103 -0.166  -0.6685
N -2.609 -0.373 0.070  0.0681
N 0.283 -0.979 0.044  -0.0564
S 2.705 -0.080 0.047  0.6379
H -3.223 1.729 -0.036  0.0631
H -0.723 -0.964 0.174  0.0033
H 0.762 -1.857 0.040  0.0602
H 3.092 1.125 -0.680  -0.0740

=====

(5)
Molecular formula: C2H4N2S
Method: DFT, ωB97M-V with the def2-TZVPD basis set

## Properties
- gap between HOMO and LUMO (Eh) = 0.3473
- HOMO (eV) = -10.3
- F_max (hartree/bohr) = 0.113
- 2S+1 = 1

Each line ends with the Löwdin charge.
CARTESIAN COORDINATES (ANGSTROEM)
C -1.651 -0.464 0.165  -0.1750
C 0.822 -0.639 -0.106  -0.2760
N -2.704 -0.895 0.214  0.0618
N 0.041 0.417 0.374  -0.4901
S -0.050 1.910 -0.423  0.7712
H 0.571 -0.827 -1.165  0.0874
H 1.849 -0.516 -0.074  0.0588
H 0.798 -1.606 0.360  0.0866
H 0.325 2.620 0.656  -0.1246

=====

(6)
Molecular formula: C2H4N2S
Method: DFT, ωB97M-V with the def2-TZVPD basis set

## Properties
- gap between HOMO and LUMO (spin up / spin down) (Eh) = 0.2888 / 0.2905
- HOMO (spin up / spin down) (eV) = -9.7 / -9.8
- F_max (hartree/bohr) = 0.115
- 2S+1 = 1

Each line ends with the Löwdin charge.
CARTESIAN COORDINATES (ANGSTROEM)
C -2.019 -0.206 -0.088  -0.1945
C 1.011 -0.751 -0.226  -0.1792
N -3.076 -0.595 0.020  -0.0245
N 0.053 0.239 0.363  -0.5124
S 0.423 1.801 -0.080  0.7720
H 0.940 -0.734 -1.341  0.0941
H 1.993 -0.256 0.059  0.0898
H 0.929 -1.641 0.234  0.0311
H -0.253 2.142 1.059  -0.0765

=====

(7)
Molecular formula: C2H4N2S
Method: DFT, ωB97M-V with the def2-TZVPD basis set

## Properties
- gap between HOMO and LUMO (spin up / spin down) (Eh) = 0.2003 / 0.2005
- HOMO (spin up / spin down) (eV) = -9.3 / -9.3
- F_max (hartree/bohr) = 0.058
- 2S+1 = 1

Each line ends with the Löwdin charge.
CARTESIAN COORDINATES (ANGSTROEM)
C 0.781 1.329 -0.481  -0.4367
C -1.024 -0.009 0.439  -0.1289
N 1.539 2.217 -0.604  0.1748
N -0.119 0.446 -0.550  -0.0021
S 1.644 -1.820 -0.974  0.4263
H -1.652 -0.678 -0.076  0.0663
H -0.527 -0.556 1.298  0.1000
H -1.495 0.903 0.826  0.1113
H 0.852 -1.831 0.122  -0.3109

=====

(8)
Molecular formula: C2H4N2S2
Method: DFT, ωB97M-V with the def2-TZVPD basis set

## Properties
- gap between HOMO and LUMO (Eh) = 0.3093
- HOMO (eV) = -8.9
- F_max (hartree/bohr) = 0.069
- 2S+1 = 1
- SMILES = S/N=C\C=N\S

Each line ends with the Löwdin charge.
CARTESIAN COORDINATES (ANGSTROEM)
S -0.687 -1.742 1.749  0.6700
N -0.282 -2.184 0.119  -0.3537
C 0.036 -1.230 -0.698  -0.2866
C 0.224 0.196 -0.394  -0.3301
N 0.592 1.012 -1.370  -0.2897
S 0.414 2.695 -0.748  0.6937
H -0.902 -3.112 2.059  -0.0951
H 0.321 -1.479 -1.712  0.1050
H 0.038 0.524 0.646  0.0561
H 1.166 3.219 -1.713  -0.1696

=====

(9)
Molecular formula: C2H4N2S2
Method: DFT, ωB97M-V with the def2-TZVPD basis set

## Properties
- gap between HOMO and LUMO (Eh) = 0.2976
- HOMO (eV) = -9.2
- F_max (hartree/bohr) = 0.027
- 2S+1 = 1
- SMILES = [H]/N=C(/N)C(=S)S

Each line ends with the Löwdin charge.
CARTESIAN COORDINATES (ANGSTROEM)
H -0.687 -2.178 0.667  0.0157
N -1.464 -1.665 0.256  0.0952
C -1.163 -0.436 -0.014  -0.5617
N -2.107 0.512 -0.296  0.0949
C 0.286 0.138 0.015  -1.0995
S 0.580 1.759 0.110  0.6660
S 1.609 -0.987 -0.093  0.7891
H -3.028 0.217 -0.073  0.0917
H -1.914 1.469 -0.089  0.0328
H 0.861 -2.014 -0.503  -0.1240

=====

(10)
Molecular formula: C2H4N2S2
Method: DFT, ωB97M-V with the def2-TZVPD basis set

## Properties
- gap between HOMO and LUMO (Eh) = 0.2901
- HOMO (eV) = -8.2
- F_max (hartree/bohr) = 0.146
- 2S+1 = 1
- SMILES = C=NS/C=N\S

Each line ends with the Löwdin charge.
CARTESIAN COORDINATES (ANGSTROEM)
C 0.808 -1.755 0.795  -0.1629
N 0.079 -0.713 0.418  -0.3878
S 0.282 -0.277 -1.389  0.8530
C -0.646 1.136 -1.341  -0.7368
N -1.087 2.088 -0.494  -0.4704
S -0.382 2.122 1.035  0.6246
H 1.474 -2.646 0.278  0.1192
H 0.514 -2.027 2.016  0.1370
H -1.393 1.272 -2.348  0.1226
H 0.351 0.802 1.030  -0.0984

=====

(11)
Molecular formula: C2H4N2S2
Method: DFT, ωB97M-V with the def2-TZVPD basis set

## Properties
- gap between HOMO and LUMO (Eh) = 0.2998
- HOMO (eV) = -8.9
- F_max (hartree/bohr) = 0.056
- 2S+1 = 1
- SMILES = [H]/N=C(\N)C(=S)S

Each line ends with the Löwdin charge.
CARTESIAN COORDINATES (ANGSTROEM)
H 1.591 -1.522 -1.041  0.0711
N 0.895 -0.747 -1.183  0.0812
C 0.388 -0.364 -0.073  -0.6366
N 0.822 -0.617 1.180  0.1017
C -0.861 0.495 -0.271  -1.1390
S -1.845 0.610 1.044  0.6614
S -0.914 1.428 -1.691  0.8149
H 0.319 -0.227 1.957  0.0398
H 1.610 -1.201 1.403  0.1063
H -2.004 2.146 -1.326  -0.1008

=====

(12)
Molecular formula: C2H4N2S2
Method: DFT, ωB97M-V with the def2-TZVPD basis set

## Properties
- gap between HOMO and LUMO (Eh) = 0.2909
- HOMO (eV) = -9.1
- F_max (hartree/bohr) = 0.157
- 2S+1 = 1
- SMILES = [H]/N=C(/N)C(=S)S

Each line ends with the Löwdin charge.
CARTESIAN COORDINATES (ANGSTROEM)
H 1.320 2.069 -0.577  0.0670
N 0.295 2.256 -0.282  0.0949
C -0.316 1.186 0.021  -0.5122
N -1.805 0.920 0.259  -0.0290
C 0.028 -0.305 0.019  -1.0849
S -0.989 -1.517 -0.134  0.7773
S 1.859 -0.488 0.077  0.6815
H -2.616 1.676 0.315  0.1428
H -2.158 0.017 0.229  -0.1112
H 1.833 0.797 0.861  -0.0264